No. 1
Density functional theory data (the ωB97M-V functional and the def2-TZVPD basis) for 2 unconnected molecules or ions with the total composition C29H44F3N6OS3.

```
86
Properties=species:S:1:pos:R:3:mulliken_charge:R:1
C 4.2950 -0.7651 1.2596 -0.78
N 5.0378 -0.3447 0.0332 -0.10
C 4.5905 0.8929 -0.4305 -0.26
N 4.8886 2.0298 0.3559 0.27
S 6.0405 3.1462 -0.3087 -0.11
C 3.7751 2.6324 1.0820 -0.72
O 3.8684 2.3560 2.4780 -0.34
C 4.9210 2.9509 3.1118 0.88
F 5.1489 4.1985 2.6942 -0.24
F 4.6087 3.0182 4.4134 -0.27
F 6.0384 2.2215 3.0319 -0.23
N 3.9400 0.9289 -1.5474 0.41
C 3.4844 2.2076 -2.1294 -0.87
C 2.0574 2.2060 -2.7307 -0.02
C 1.1753 3.3659 -2.2043 -0.33
S -0.0389 3.7981 -3.5133 -0.23
C -1.5793 3.1795 -2.9500 0.28
S -2.9579 3.6375 -3.6585 -0.11
N -1.5214 2.2566 -1.8454 1.19
C -2.3873 1.1125 -2.0226 -0.93
C -3.6680 1.0643 -1.5228 0.03
C -4.4356 -0.0596 -1.6867 -0.88
C -3.8883 -1.1282 -2.3608 -0.38
C -2.6224 -1.1055 -2.8832 -0.77
C -1.8807 0.0403 -2.7041 -0.03
C -1.6647 2.8863 -0.5536 -0.71
C -2.2049 4.1298 -0.3326 -0.45
C -2.2470 4.6214 0.9538 -0.72
C -1.7821 3.9152 2.0301 -0.63
C -1.2263 2.6759 1.7930 -0.97
C -1.1759 2.1691 0.5254 0.53
C 3.6710 -0.2997 -2.3445 -1.18
C 2.7222 -1.2927 -1.6786 0.66
C 1.2665 -0.9961 -1.3598 -0.42
N 3.2343 -2.4134 -1.3606 -0.71
H 4.7445 -0.2719 2.1262 0.30
H 4.3820 -1.8467 1.3555 0.32
H 3.2543 -0.4553 1.1389 0.27
H 6.0403 -0.2909 0.1900 0.40
H 7.0599 2.3292 -0.6656 0.20
H 3.6328 3.6974 0.8736 0.61
H 2.8548 2.1317 0.7642 0.31
H 4.1740 2.4199 -2.9550 0.11
H 3.5715 3.0539 -1.4524 0.56
H 2.1388 2.3474 -3.8123 0.37
H 1.4960 1.2790 -2.5975 -0.17
H 0.6273 3.0981 -1.2992 -0.14
H 1.7811 4.2699 -2.0945 0.63
H -4.0640 1.9259 -0.9928 0.44
H -5.4426 -0.1708 -1.3037 0.46
H -4.4826 -2.0292 -2.4957 0.40
H -2.1694 -1.9414 -3.4038 0.43
H -0.8669 0.1353 -3.0862 0.50
H -2.5758 4.7360 -1.1496 0.41
H -2.6764 5.5985 1.1577 0.40
H -1.8600 4.3315 3.0269 0.45
H -0.8371 2.0721 2.6080 0.49
H -0.7490 1.1865 0.3347 0.46
H 4.6353 -0.8046 -2.4378 0.51
H 3.3923 -0.0322 -3.3664 0.63
H 0.6469 -1.1639 -2.2480 0.36
H 0.8671 -1.6368 -0.5701 0.69
H 1.0856 0.0389 -1.0386 -0.61
H 2.5103 -2.9743 -0.9081 0.29
C -2.2096 -5.9503 3.2027 -1.44
C -2.2880 -4.4942 2.7668 -0.33
N -2.7618 -4.3300 1.4050 0.19
C -2.5417 -2.9988 0.8701 -0.52
C -3.2655 -1.8242 1.5366 -0.51
C -4.0545 -4.9240 1.1053 -0.68
C -5.2567 -4.4917 1.9530 -0.97
H -1.6260 -6.5394 2.4935 0.34
H -1.7238 -6.0194 4.1769 0.44
H -3.1976 -6.4024 3.2985 0.30
H -1.2785 -4.0771 2.8323 0.40
H -2.9029 -3.9383 3.4907 0.27
H -2.7827 -3.0017 -0.1971 0.29
H -1.4636 -2.7990 0.9153 0.23
H -4.3284 -1.8160 1.2995 0.11
H -2.8495 -0.8834 1.1638 -0.05
H -3.1448 -1.8252 2.6206 0.34
H -3.9571 -6.0096 1.1929 0.39
H -4.2859 -4.7573 0.0500 0.32
H -5.0405 -4.5166 3.0218 0.25
H -6.0887 -5.1770 1.7774 0.38
H -5.6069 -3.4942 1.6916 0.26
```

orbital gap: 5.7 eV
charge: +1
highest occupied orbital energy: -9.79 eV


No. 2
Density functional theory data (the ωB97M-V functional and the def2-TZVPD basis) for a molecular structure, C29H45BCoO2P2.

```
80
Properties=species:S:1:pos:R:3:lowdin_spin:R:1
Co 1.1051 -1.2578 0.7002 2.18
C -0.9517 -1.5696 1.8521 0.07
C -0.6120 -2.6675 1.0180 0.11
C 1.2183 -2.2119 2.3991 0.04
C 0.1623 -1.2660 2.6838 0.12
C 0.7379 -3.0832 1.3359 -0.01
C -2.2471 -0.8460 1.8948 0.01
H -3.0128 -1.2975 1.2593 0.00
H -2.1460 0.2037 1.6025 0.00
H -2.6386 -0.8034 2.9152 0.00
C 0.1131 -0.3444 3.8541 0.01
H -0.2583 0.6445 3.5794 0.00
H 1.0865 -0.2153 4.3308 0.00
H -0.5685 -0.7425 4.6161 0.01
C 2.4089 -2.4799 3.2587 0.01
H 2.0387 -2.8216 4.2334 0.00
H 3.0256 -1.5950 3.4508 0.00
H 3.0575 -3.2502 2.8262 0.00
C 1.3678 -4.3829 0.9438 0.00
H 0.9878 -5.1742 1.6092 0.00
H 2.4635 -4.3594 1.0350 0.00
H 1.1075 -4.6693 -0.0840 0.00
C -1.5397 -3.4243 0.1401 0.01
H -2.0084 -4.2436 0.7023 0.01
H -1.0256 -3.8904 -0.7029 0.00
H -2.3392 -2.7866 -0.2466 0.00
C -2.7337 3.0392 -0.1430 0.00
C -3.9077 2.4057 -0.2628 0.01
C -4.2588 1.3405 -1.2598 0.03
C -3.6332 1.3829 -2.6752 0.05
C -2.3561 0.4552 -2.7112 0.08
C -1.8238 0.3344 -1.3825 0.57
C -1.0229 1.3342 -0.6988 0.09
C -1.5069 2.7748 -0.9728 0.02
H -5.3507 1.2946 -1.3468 0.00
H -3.3949 2.3980 -3.0038 0.00
H -4.0292 0.3541 -0.8275 0.01
H -1.7376 2.9527 -2.0271 0.00
H -2.6202 3.7714 0.6621 0.00
H -4.7351 2.6464 0.4208 0.00
H -0.6884 3.4630 -0.7093 0.00
H -1.0603 1.1298 0.3796 0.01
H -2.0351 -0.5823 -0.8206 0.02
H 0.0800 1.3077 -0.8364 0.04
H -4.3541 0.9760 -3.4015 0.00
H -2.7110 -0.5179 -3.1018 0.00
P -0.7188 0.6423 -3.6173 0.04
C -0.4617 2.3671 -4.1615 0.01
C -0.9645 -0.2748 -5.1787 0.01
P 0.8234 -1.0690 -1.2834 0.11
C 0.7844 0.1208 -2.7776 0.05
C 0.2760 -2.4812 -2.3283 0.02
C 2.6555 -1.1406 -1.2488 0.05
H 0.3861 2.8263 -3.6317 0.00
H -1.3455 3.0097 -4.0551 0.00
H -0.2030 2.3464 -5.2324 0.00
H -0.5032 0.2592 -6.0208 0.00
H -2.0367 -0.3605 -5.3971 0.00
H -0.5399 -1.2853 -5.1476 0.00
H 2.8572 -0.8047 -2.2639 0.01
H 3.0494 -2.1482 -1.1538 0.00
H 3.1595 -0.4680 -0.5527 0.01
H 1.3770 0.9754 -2.4182 0.00
H 1.4261 -0.4372 -3.4842 0.00
H 0.7612 -3.4084 -1.9961 0.00
H 0.5988 -2.2859 -3.3582 0.00
H -0.8231 -2.5491 -2.2915 0.00
O 3.3540 0.3416 1.9954 0.02
B 2.0061 0.3348 1.4645 0.11
O 1.3960 1.6051 1.7654 0.02
C 2.2909 2.2694 2.5568 0.01
C 2.1181 3.4596 3.2508 0.00
C 3.2003 3.9060 4.0245 0.00
C 4.3900 3.1799 4.0925 0.00
C 4.5578 1.9828 3.3865 0.00
C 3.4741 1.5235 2.6603 0.01
H 1.1855 4.0251 3.2140 0.00
H 3.1118 4.8341 4.5938 0.00
H 5.2081 3.5477 4.7103 0.00
H 5.4962 1.4303 3.3949 0.00
```

orbital gap (alpha / beta): 5.7 / 6.9 eV
charge: +1
<S²>: 6.032
highest occupied orbital energy (alpha / beta): -7.98 / -10.12 eV
ΔE to the lowest compared entry with this formula, charge and spin: 0.00 kJ/mol
spin multiplicity: 5


No. 3
Density functional theory data (the ωB97M-V functional and the def2-TZVPD basis) for a molecular structure, C29H45BLaO2P2.

```
80
Properties=species:S:1:pos:R:3:mulliken_charge:R:1
La 1.5141 -0.5947 -0.4761 0.94
C -0.6282 -0.8107 0.9869 0.77
C -0.3651 -2.0414 0.3075 -0.06
C 1.3913 -1.6521 1.7928 0.26
C 0.4491 -0.5781 1.9067 0.63
C 0.8628 -2.5823 0.8356 0.71
C -1.8471 0.0521 0.8504 -1.31
H -2.1919 0.1402 -0.1879 -0.02
H -1.6478 1.0754 1.1982 0.32
H -2.7317 -0.2946 1.4310 0.37
C 0.3471 0.3636 3.0532 -1.54
H -0.5611 0.1145 3.6383 0.32
H 0.2236 1.4030 2.7298 0.19
H 1.2219 0.2801 3.7117 0.45
C 2.5982 -1.8164 2.6486 -1.23
H 2.3356 -1.6144 3.6960 0.35
H 3.4420 -1.1501 2.3817 0.08
H 2.9438 -2.8534 2.6037 0.42
C 1.5025 -3.8673 0.4360 -1.27
H 1.8666 -4.3947 1.3383 0.40
H 2.3520 -3.7142 -0.2467 0.23
H 0.7816 -4.5298 -0.0757 0.33
C -1.1437 -2.5803 -0.8407 -1.44
H -1.1375 -3.6780 -0.8277 0.53
H -0.7326 -2.2656 -1.8213 0.18
H -2.1938 -2.2613 -0.7995 0.40
C -1.5161 3.0540 -2.1166 -0.81
C -2.4473 2.1139 -1.9327 -0.54
C -2.5329 0.8003 -2.6534 0.52
C -2.3769 0.9179 -4.1844 -1.40
C -0.9824 0.5044 -4.6735 -0.26
C 0.0838 0.2337 -3.6081 0.42
C 0.3552 1.3236 -2.5067 -0.58
C -0.2011 2.7377 -2.7531 0.03
H -3.5540 0.3977 -2.5102 0.70
H -2.6425 1.9312 -4.5441 0.27
H -1.8435 0.0603 -2.2088 -0.97
H -0.3023 2.8614 -3.8281 -1.02
H -1.6591 4.0807 -1.7733 0.48
H -3.3624 2.3515 -1.3723 0.40
H 0.5667 3.4426 -2.3847 0.79
H -0.0927 1.0024 -1.5179 -0.91
H -0.1958 -0.7369 -3.1051 -0.94
H 1.4609 1.4540 -2.3700 1.36
H -3.1117 0.2521 -4.6798 0.42
H -1.1543 -0.4589 -5.1743 0.87
P -0.2880 1.5143 -6.0148 1.15
C -0.4990 3.3159 -5.8964 -1.46
C -1.1127 0.8227 -7.4899 -1.33
P 1.8191 -0.1511 -4.5235 1.48
C 1.4656 1.2018 -5.7768 -1.64
C 1.3149 -1.6195 -5.5045 -1.45
C 3.6304 -0.2543 -5.0074 -1.54
H 0.3844 3.7476 -5.3893 0.54
H -1.4233 3.5685 -5.3409 0.39
H -0.5573 3.7928 -6.8874 0.43
H -0.7795 1.3408 -8.4035 0.46
H -2.2058 0.9538 -7.3904 0.42
H -0.9377 -0.2588 -7.6321 0.38
H 3.7908 -0.0261 -6.0823 0.41
H 4.0019 -1.2688 -4.8112 0.40
H 4.2234 0.4538 -4.4216 0.31
H 1.9172 2.1268 -5.3704 0.43
H 1.9451 1.0171 -6.7470 0.69
H 2.0815 -2.3817 -5.2810 0.46
H 1.3233 -1.3935 -6.5844 0.28
H 0.3492 -2.0390 -5.2115 0.32
O 2.3878 1.4240 0.5690 -0.53
B 1.2237 2.0437 -0.1326 1.13
O 1.1147 3.3147 0.3838 -0.48
C 2.0873 3.4979 1.3234 0.49
C 2.1796 4.5348 2.2098 -0.88
C 3.0302 4.3576 3.3161 -0.55
C 3.7482 3.1713 3.4928 -0.61
C 3.6895 2.1411 2.5539 -0.88
C 2.8381 2.3488 1.4804 0.63
H 1.5690 5.4053 2.0282 0.50
H 3.1219 5.1677 4.0418 0.39
H 4.4017 3.0555 4.3762 0.38
H 4.2352 1.1946 2.6377 0.41
```

orbital gap: 5.1 eV
charge: +1
highest occupied orbital energy: -7.54 eV
ΔE to the lowest compared entry with this formula, charge and spin: 139.31 kJ/mol


No. 4
Density functional theory data (the ωB97M-V functional and the def2-TZVPD basis) for a molecular structure, C29H45BN11ReS3.

```
90
Properties=species:S:1:pos:R:3:lowdin_spin:R:1
Re 0.3539 0.8609 0.0607 2.35
C -6.0492 -0.0597 0.6874 0.00
C -4.6389 0.4278 1.0162 0.00
C -4.1194 1.2735 -0.1484 0.00
C -4.6691 1.2091 2.3288 0.00
N -3.7381 -0.7339 1.1728 0.00
C -4.1230 -2.0381 1.0759 0.00
C -3.0169 -2.8079 1.2374 0.00
N -1.9475 -1.9850 1.4333 0.01
B -0.5577 -2.5770 1.7492 0.00
N 0.1044 -1.7254 2.8573 0.01
C -0.2923 -1.8402 4.1574 0.01
C 0.4460 -0.9774 4.9061 0.01
N 1.3056 -0.3311 4.0713 0.01
C 1.0691 -0.7930 2.8293 0.02
S 1.8757 -0.3072 1.3897 0.12
C 2.2661 0.7267 4.4576 0.00
C 3.6752 0.2590 4.0933 0.00
C 2.1907 0.9636 5.9638 0.00
C 1.8701 2.0114 3.7238 0.00
N 0.3076 -2.7492 0.4590 0.00
C 1.2349 -3.7436 0.3938 0.00
C 1.6509 -3.8590 -0.8969 0.00
N 0.9812 -2.9318 -1.6382 0.00
C 0.1866 -2.2488 -0.7858 0.02
S -0.7814 -0.8607 -1.1863 0.07
C 0.9359 -2.9573 -3.1222 0.00
C 0.8101 -1.5637 -3.7303 0.01
C -0.2940 -3.7944 -3.4785 0.00
C 2.2206 -3.5940 -3.6535 0.00
C -2.4069 -0.7184 1.3888 0.02
S -1.4440 0.6933 1.7131 0.10
H -6.6956 0.8030 0.5543 0.00
H -6.4674 -0.6501 1.4989 0.00
H -6.0720 -0.6315 -0.2378 0.00
H -4.7975 2.1048 -0.3097 0.00
H -4.0812 0.6790 -1.0587 0.00
H -3.1270 1.6739 0.0512 0.00
H -5.3671 2.0353 2.2403 0.00
H -3.6944 1.6156 2.5826 0.00
H -5.0093 0.5717 3.1411 0.00
H -5.1323 -2.3484 0.9087 0.00
H -2.9249 -3.8739 1.2470 0.00
H -0.7262 -3.6625 2.1834 0.00
H -1.0628 -2.5202 4.4567 0.00
H 0.4034 -0.7938 5.9579 0.00
H 3.9014 -0.6819 4.5895 0.00
H 4.3954 0.9978 4.4293 0.00
H 3.8032 0.1311 3.0223 0.00
H 2.4476 0.0663 6.5223 0.00
H 1.2120 1.3239 6.2727 0.00
H 2.9162 1.7268 6.2292 0.00
H 1.9596 1.9109 2.6405 0.00
H 2.5286 2.8161 4.0325 0.00
H 0.8470 2.2926 3.9680 0.00
H 1.5175 -4.3153 1.2549 0.00
H 2.3637 -4.5418 -1.3081 0.00
H -0.1594 -1.1119 -3.5408 0.00
H 0.9195 -1.6517 -4.8081 0.00
H 1.5954 -0.9064 -3.3691 0.00
H -1.2049 -3.2913 -3.1563 0.00
H -0.2390 -4.7717 -3.0086 0.00
H -0.3416 -3.9335 -4.5538 0.00
H 3.1055 -3.1085 -3.2460 0.00
H 2.2458 -3.4783 -4.7329 0.00
H 2.2698 -4.6587 -3.4523 0.00
C 4.7453 0.9236 -4.7582 0.00
C 3.8059 0.9934 -3.6206 0.01
C 2.6564 1.7854 -3.6419 0.00
C 1.7831 1.7783 -2.5749 0.01
N 1.9733 1.0386 -1.4722 0.01
C 3.1060 0.3224 -1.4161 0.01
C 4.0215 0.2736 -2.4426 0.00
H 4.3696 1.4569 -5.6244 0.00
H 4.9473 -0.1084 -5.0362 0.00
H 5.7006 1.3602 -4.4704 0.00
H 2.4416 2.4086 -4.4949 0.00
H 0.8893 2.3881 -2.5974 0.00
H 3.2952 -0.2467 -0.5161 0.00
H 4.9094 -0.3262 -2.3337 0.00
N -1.8047 5.0955 -3.2803 0.01
C -1.6194 5.5647 -2.0444 0.01
N -1.8055 6.8459 -1.7765 0.01
N -1.2400 4.7734 -1.0471 0.06
C -0.8738 3.5957 -0.9076 0.07
N -0.4992 2.5157 -0.6230 0.04
H -2.0642 5.7002 -4.0443 0.00
H -1.7434 4.1091 -3.4696 0.00
H -2.0896 7.5035 -2.4877 0.00
H -1.6401 7.2029 -0.8470 0.00
```

orbital gap (alpha / beta): 6.3 / 6.7 eV
charge: +3
<S²>: 3.794
highest occupied orbital energy (alpha / beta): -15.75 / -15.95 eV
spin multiplicity: 4


No. 5
Density functional theory data (the ωB97M-V functional and the def2-TZVPD basis) for 10 unconnected molecules or ions with the total composition C29H45F4N10O4S.

```
93
Properties=species:S:1:pos:R:3:mulliken_charge:R:1
O 2.6328 -1.5896 0.9070 -0.63
C 2.4740 -0.6223 0.2095 0.22
O 2.8268 0.6249 0.6126 -0.53
C 1.9157 -0.6444 -1.1832 -0.21
C 0.7943 -1.7000 -1.3590 -1.21
C -0.4070 -1.1956 -2.1924 -1.35
C -1.4269 -0.5843 -1.2437 2.05
C -2.2831 -1.5806 -0.4723 -1.11
N -2.9871 -0.5918 0.4301 0.17
C -3.2196 0.6944 -0.3939 0.72
C -2.7097 1.9156 0.4015 -0.72
C -2.2068 3.0780 -0.4708 -1.29
C -0.6931 3.2376 -0.4972 0.82
F -0.2782 4.2151 0.3207 -0.31
F -0.2449 3.5327 -1.7237 -0.32
F -0.0387 2.1186 -0.1061 -0.08
S -5.0131 0.8361 -0.5489 1.40
O -5.5726 1.0288 0.7427 -0.59
O -5.3190 1.6426 -1.6714 -0.56
F -5.2895 -0.6577 -0.9350 -0.23
C -2.5244 0.3490 -1.7260 -1.93
H 2.8022 0.6366 1.5832 0.34
H 1.5831 0.3571 -1.4592 0.05
H 2.7382 -0.8867 -1.8612 0.66
H 1.2174 -2.5935 -1.8158 0.62
H 0.4568 -1.9967 -0.3616 0.58
H -0.0583 -0.3934 -2.8458 0.40
H -0.8313 -1.9939 -2.8029 0.38
H -0.8292 -0.0988 -0.4587 -0.64
H -3.0425 -1.9873 -1.1416 0.36
H -1.7660 -2.3474 0.0964 0.45
H -2.3120 -0.4104 1.1892 -0.34
H -3.8029 -0.9547 0.9276 0.52
H -1.9549 1.6386 1.1323 -0.19
H -3.5444 2.3007 0.9881 1.01
H -2.5995 4.0106 -0.0629 0.49
H -2.5634 3.0294 -1.4975 0.52
H -3.2636 -0.1866 -2.3275 0.55
H -2.2522 1.2011 -2.3405 0.62
C -0.6248 -1.2589 -6.3751 -0.79
C -1.5147 -0.5317 -5.4829 0.43
N -2.3031 -0.0268 -4.8100 -0.44
H 0.3085 -1.4859 -5.8653 0.04
H -1.0935 -2.1900 -6.6880 0.39
H -0.4101 -0.6486 -7.2507 0.36
C -1.8224 3.8916 -5.6369 -0.67
C -0.7341 3.0724 -6.1484 0.41
N 0.1087 2.4030 -6.5548 -0.44
H -1.6750 4.0771 -4.5743 0.09
H -1.8497 4.8432 -6.1644 0.35
H -2.7679 3.3722 -5.7828 0.28
C 4.8657 -1.5050 3.4247 -0.73
C 4.1145 -0.4904 4.1463 0.47
N 3.4899 0.2900 4.7206 -0.51
H 4.3953 -1.6843 2.4578 0.12
H 5.8938 -1.1796 3.2749 0.36
H 4.8529 -2.4308 3.9965 0.32
C 0.3777 0.4277 3.4159 -0.58
C -0.4679 -0.5903 2.8344 0.76
N -1.1207 -1.4182 2.3689 -0.63
H 1.3610 0.0104 3.6411 -0.13
H 0.4893 1.2587 2.7193 0.24
H -0.0764 0.7881 4.3357 0.47
C 3.7735 2.4806 -4.4055 -0.95
C 3.0085 1.2588 -4.2147 0.38
N 2.4192 0.2811 -4.0643 -0.28
H 4.0473 2.9004 -3.4387 0.28
H 4.6791 2.2644 -4.9702 0.33
H 3.1699 3.1942 -4.9596 0.28
C 0.9838 -2.4335 6.1004 -0.54
C 1.8523 -3.1391 5.1684 0.42
N 2.5346 -3.6966 4.4278 -0.49
H 0.3663 -3.1402 6.6504 0.21
H 1.5824 -1.8613 6.8065 0.28
H 0.3317 -1.7529 5.5565 0.09
C -0.9480 4.1418 4.6515 -0.98
C -1.7193 3.0732 4.0337 0.53
N -2.3324 2.2296 3.5449 -0.45
H 0.0361 3.7713 4.9361 0.31
H -0.8313 4.9651 3.9492 0.29
H -1.4644 4.4985 5.5406 0.33
C 4.1793 -2.7236 -6.4996 -0.77
C 2.7978 -3.1314 -6.7077 0.42
N 1.7191 -3.4952 -6.8738 -0.42
H 4.3692 -1.7913 -7.0276 0.25
H 4.3618 -2.5759 -5.4383 0.23
H 4.8507 -3.4923 -6.8785 0.32
C -1.3226 -4.5071 9.8397 -0.75
C -1.3412 -3.1347 9.3508 0.35
N -1.3532 -2.0443 8.9828 -0.39
H -1.0461 -4.5181 10.8921 0.27
H -2.3089 -4.9528 9.7262 0.27
H -0.5993 -5.0937 9.2764 0.27
```

orbital gap: 11.1 eV
charge: +1
highest occupied orbital energy: -12.81 eV


Calculated F_max (eV/A), listed in the same order as above: 1.75, 3.63, 5.37, 2.30, 0.80